Density functional theory data (ωB97M-V/def2-TZVPD) for a molecular structure, C24H22ClF3IIrN3OS.

Results
spin multiplicity: 2
orbital gap (spin up / spin down): 6.18 / 4.49 eV
energy relative to the best compared isomer or geometry (same formula, charge and spin): 3.259 eV
total charge: +2
maximum force: 4.3 eV/A

The geometry in XYZ format:
```
57
Properties=species:S:1:pos:R:3:mulliken_spin:R:1
Ir 0.1103 0.9830 -0.7169 0.01
C -0.2293 3.7845 -1.7767 0.00
C -1.6425 3.5855 -1.3021 0.00
N -1.8294 2.1553 -1.0221 0.01
C -2.7409 1.7976 0.0708 0.00
C -2.2691 2.3127 1.4067 0.00
S -0.4857 2.0626 1.6536 0.00
C 0.2182 3.7089 1.3607 0.00
C 1.2558 3.6431 0.2815 0.00
N 0.7760 3.0247 -0.9683 0.00
H 0.0228 4.8473 -1.7948 0.00
H -0.1515 3.4007 -2.7954 0.00
H -2.3346 3.9531 -2.0611 0.00
H -1.8491 4.1561 -0.4007 0.00
H -2.1812 1.6884 -1.8542 0.00
H -2.7821 0.7094 0.1068 0.00
H -3.7501 2.1717 -0.1244 0.00
H -2.7624 1.7392 2.1907 0.00
H -2.4974 3.3620 1.5896 0.00
H 0.7243 4.0031 2.2802 0.00
H -0.5784 4.4276 1.1842 0.00
H 2.0821 3.0253 0.6303 0.00
H 1.6410 4.6485 0.0881 0.00
H 1.5982 2.9657 -1.5604 0.00
Cl 1.2267 -3.8040 -5.5468 0.08
C 0.4609 -2.8289 -4.3952 0.23
C -0.7489 -3.2395 -3.8590 -0.09
C -1.3941 -2.4820 -2.8950 0.17
I -3.1891 -3.0621 -2.1036 0.07
C -0.8064 -1.2596 -2.4212 0.13
O -1.3218 -0.5330 -1.5422 0.23
C 0.4472 -0.8357 -3.0065 0.11
N 0.9418 0.3397 -2.5515 0.02
C 2.0606 0.8039 -3.0954 -0.01
C 2.7372 0.1330 -4.1095 0.01
C 2.2554 -1.0750 -4.5538 0.03
C 1.0751 -1.5843 -3.9968 0.00
H -1.1832 -4.1700 -4.1991 0.00
H 2.4409 1.7452 -2.7241 -0.01
H 3.6345 0.5646 -4.5291 0.00
H 2.7723 -1.6241 -5.3297 0.01
F 1.2783 -4.3406 6.9149 0.00
C 0.3328 -4.6067 5.9990 0.00
F 0.4965 -5.8827 5.6153 0.00
F -0.8582 -4.5129 6.6061 0.00
C 0.4396 -3.6714 4.8207 0.00
C 1.5195 -3.8048 3.9618 0.00
C 1.6297 -2.9813 2.8558 0.00
C 0.6600 -2.0126 2.6104 0.00
C -0.4167 -1.8810 3.4870 0.00
C -0.5274 -2.7062 4.5947 0.00
C 0.7429 -1.1241 1.4756 0.00
C 0.7406 -0.3436 0.5551 -0.01
H 2.2699 -4.5603 4.1561 0.00
H 2.4641 -3.0881 2.1757 0.00
H -1.1670 -1.1262 3.2870 0.00
H -1.3589 -2.6020 5.2774 0.00
```

---

Density functional theory data (ωB97M-V/def2-TZVPD) for a molecular structure, C24H22N3PdS2Sb.

Results
spin multiplicity: 3
orbital gap (spin up / spin down): 7.11 / 5.72 eV
energy relative to the best compared isomer or geometry (same formula, charge and spin): 0.261 eV
total charge: 0
maximum force: 0.9 eV/A

The geometry in XYZ format:
```
53
Properties=species:S:1:pos:R:3:mulliken_spin:R:1
Pd 0.0703 -0.0547 -0.5094 0.74
C 1.7866 4.5270 0.2895 0.00
C 1.4458 3.6040 -0.8412 -0.02
C 2.3560 3.3172 -1.8567 0.02
C 2.0027 2.4321 -2.8566 -0.01
C 0.7488 1.8426 -2.8174 0.05
C -0.0996 2.1734 -1.7606 -0.01
N 0.2330 3.0513 -0.8122 0.03
Sb -2.2082 1.6009 -1.8089 0.00
C -2.3959 1.7399 0.3153 -0.01
C -3.3771 2.4583 0.9736 0.00
C -3.3677 2.4550 2.3625 0.00
C -2.3903 1.7437 3.0320 0.00
C -1.4317 1.0427 2.3021 0.01
C -0.3342 0.2503 2.9432 0.01
N -1.4538 1.0543 0.9700 0.03
C -2.1003 -0.5824 -1.7593 -0.01
C -1.5286 -1.2887 -2.8178 0.05
C -1.7037 -2.6630 -2.8554 -0.01
C -2.4332 -3.2709 -1.8520 0.02
C -2.9818 -2.4926 -0.8350 -0.02
C -3.7512 -3.0991 0.2993 0.00
N -2.8293 -1.1684 -0.8076 0.03
H 2.7176 5.0606 0.1047 0.00
H 1.8935 3.9493 1.2094 0.00
H 0.9826 5.2457 0.4440 0.00
H 3.3317 3.7847 -1.8483 0.00
H 2.6983 2.1931 -3.6509 0.00
H 0.4430 1.1362 -3.5780 0.00
H -4.1276 3.0047 0.4184 0.00
H -4.1189 3.0048 2.9156 0.00
H -2.3572 1.7226 4.1130 0.00
H -0.4051 0.2644 4.0297 0.00
H 0.6336 0.6523 2.6378 0.00
H -0.3723 -0.7812 2.5886 0.00
H -0.9533 -0.7809 -3.5807 0.00
H -1.2649 -3.2516 -3.6509 0.00
H -2.5772 -4.3431 -1.8421 0.00
H -3.9655 -4.1516 0.1211 0.00
H -4.6861 -2.5605 0.4505 0.00
H -3.1693 -3.0133 1.2188 0.00
S 2.3281 0.2788 0.0530 0.50
C 2.9527 -1.2747 0.4188 0.04
C 4.3158 -1.4155 0.7618 -0.01
C 4.8400 -2.6435 1.0646 0.02
C 4.0180 -3.7860 1.0489 0.02
C 2.6910 -3.6734 0.7310 -0.01
C 2.1286 -2.4197 0.4034 0.04
S 0.4618 -2.3140 0.0191 0.50
H 4.9342 -0.5269 0.7733 -0.01
H 5.8880 -2.7381 1.3186 0.00
H 4.4374 -4.7540 1.2909 0.00
H 2.0450 -4.5421 0.7188 -0.01
```

---

Density functional theory data (ωB97M-V/def2-TZVPD) for a molecular structure, C24H23AsBF5N10O7Rb.

Results
spin multiplicity: 2
orbital gap (spin up / spin down): 6.25 / 6.64 eV
energy relative to the best compared isomer or geometry (same formula, charge and spin): 0.538 eV
total charge: -2
maximum force: 1.1 eV/A

The geometry in XYZ format:
```
72
Properties=species:S:1:pos:R:3:mulliken_spin:R:1
Rb 0.6579 -0.4000 -0.0983 0.01
C 2.0838 0.3714 4.5329 0.00
C 2.4669 0.3048 3.1839 0.00
N 1.6831 1.0436 2.4166 0.00
N 0.7792 1.6038 3.2434 0.00
C 0.9876 1.2016 4.5143 0.00
B -0.4370 2.4676 2.8288 0.00
N -1.6989 1.5748 2.8329 0.01
C -2.8786 1.5856 3.4848 0.00
C -3.6153 0.5023 3.0577 0.00
C -2.7840 -0.1239 2.1174 -0.02
N -1.6399 0.5225 1.9841 -0.01
N -0.2648 3.1779 1.4745 0.00
C -0.7856 4.3896 1.1731 0.00
C -0.5994 4.6173 -0.1689 0.00
C 0.0291 3.4446 -0.6230 0.00
N 0.2250 2.5893 0.3627 0.00
N -0.5069 3.6075 3.8975 0.00
C 0.5437 4.4147 4.1458 0.00
C 0.1674 5.3418 5.0920 0.00
C -1.1696 5.0119 5.3610 0.00
N -1.5669 3.9719 4.6453 0.00
H 2.5300 -0.1154 5.3822 0.00
H 3.2810 -0.2381 2.7283 0.00
H 0.3475 1.5538 5.3067 0.00
H -3.0917 2.3594 4.1978 0.00
H -4.6010 0.2136 3.3803 0.00
H -2.9548 -1.0155 1.5337 0.01
H -1.2317 4.9999 1.9408 0.00
H -0.8791 5.4896 -0.7334 0.00
H 0.3642 3.1759 -1.6130 0.00
H 1.4735 4.2584 3.6237 0.00
H 0.7689 6.1289 5.5121 0.00
H -1.8622 5.4776 6.0451 0.00
O -1.3425 -0.9520 -4.1941 0.00
C -0.3028 -1.0823 -3.5285 0.00
O -0.2171 -1.5730 -2.3610 0.05
C 1.0249 -0.7184 -4.1652 0.00
C 1.1500 -0.9100 -5.5103 0.00
C 2.3920 -0.7305 -6.1490 0.00
C 3.5151 -0.3854 -5.4254 0.00
C 3.4007 -0.1958 -4.0631 0.00
C 2.1390 -0.2221 -3.3509 0.00
O 1.9598 0.2009 -2.1997 0.00
N 4.6342 0.1424 -3.3642 0.00
O 5.5686 0.6063 -4.0174 0.00
O 4.7097 -0.0878 -2.1712 0.00
N 2.5108 -0.9372 -7.5698 0.00
O 1.5034 -1.2297 -8.2046 0.00
O 3.6042 -0.7655 -8.1053 0.00
H 0.2744 -1.2096 -6.0677 0.00
H 4.4701 -0.2668 -5.9109 0.00
C -3.1830 -1.7641 -1.4160 0.23
As -1.6362 -2.8677 -0.8109 0.32
C -1.4851 -4.0720 -2.3243 -0.02
C -2.6336 -3.9568 0.5087 0.01
H -4.0117 -2.4486 -1.6207 0.03
H -2.8664 -1.2453 -2.3177 -0.03
H -3.4638 -1.0685 -0.6267 -0.02
H -2.1303 -4.9409 -2.1827 0.01
H -0.4494 -4.3801 -2.4407 0.00
H -1.7853 -3.4960 -3.1970 0.00
H -2.9123 -4.9336 0.1089 0.01
H -3.5444 -3.4135 0.7600 0.00
H -2.0531 -4.1024 1.4178 0.00
F 0.6294 -2.6981 1.2666 0.02
C 0.4609 -3.4810 0.1418 0.35
F 1.4945 -3.2158 -0.6940 0.01
C 0.6444 -4.9205 0.6372 0.01
F 0.2384 -5.8088 -0.2892 0.00
F -0.0630 -5.1544 1.7543 0.00
F 1.9346 -5.2239 0.9202 0.01
```

---

Density functional theory data (ωB97M-V/def2-TZVPD) for a molecular structure, C24H23AuN3OS.

Results
spin multiplicity: 3
orbital gap (spin up / spin down): 8.05 / 6.37 eV
energy relative to the best compared isomer or geometry (same formula, charge and spin): 0.000 eV
total charge: +3
maximum force: 0.3 eV/A

The geometry in XYZ format:
```
53
Properties=species:S:1:pos:R:3:mulliken_spin:R:1
Au 1.4804 1.9589 -0.0177 0.56
C 2.6471 1.0814 -2.9455 0.06
C 1.6988 2.2305 -3.0621 -0.03
C 1.4165 2.8444 -4.2807 0.00
C 0.5574 3.9206 -4.3231 0.00
C -0.0132 4.3920 -3.1419 0.00
C 0.2923 3.7666 -1.9580 -0.01
N 1.1324 2.6873 -1.9379 0.06
C -0.2200 4.2418 -0.6426 0.01
C -1.0444 5.3261 -0.3850 0.01
C -1.3491 5.6170 0.9417 -0.01
C -0.8399 4.8606 1.9935 0.01
C -0.0209 3.7851 1.6871 0.01
N 0.2162 3.5430 0.4013 0.27
C 0.6843 2.8678 2.6253 -0.02
C 0.5909 2.9891 3.9904 0.00
C 1.3349 2.1313 4.7980 0.00
C 2.1506 1.1856 4.2151 0.00
C 2.2145 1.0866 2.8273 -0.03
C 3.0873 0.0932 2.1306 0.07
N 1.4830 1.9099 2.0651 0.06
H 2.8656 0.6512 -3.9197 0.00
H 2.2304 0.2942 -2.3122 -0.01
H 3.5922 1.4186 -2.5131 -0.01
H 1.8830 2.4685 -5.1803 0.00
H 0.3320 4.4050 -5.2638 0.00
H -0.6766 5.2441 -3.1580 0.00
H -1.4371 5.9407 -1.1817 0.00
H -1.9884 6.4617 1.1619 0.00
H -1.0759 5.1196 3.0152 0.00
H -0.0401 3.7459 4.4327 0.00
H 1.2782 2.2170 5.8749 0.00
H 2.7500 0.5194 4.8191 0.00
H 3.6105 -0.5388 2.8435 0.00
H 3.8401 0.6066 1.5275 -0.01
H 2.4913 -0.5515 1.4801 -0.02
C -2.6833 -4.2604 -2.6421 0.07
S -2.3933 -3.9977 -0.8940 0.36
O -1.3221 -3.0356 -0.6519 0.30
C -2.1900 -5.5353 -0.1365 0.09
C -1.0473 -5.7744 0.6348 0.04
C -0.9221 -7.0112 1.2310 -0.01
C -1.9326 -7.9630 1.0896 0.09
C -3.0828 -7.6938 0.3504 -0.02
C -3.2322 -6.4674 -0.2611 0.07
H -1.7720 -4.6885 -3.0588 0.02
H -2.9133 -3.2864 -3.0677 0.00
H -3.5274 -4.9386 -2.7490 0.00
H -0.2799 -5.0187 0.7267 0.00
H -0.0366 -7.2457 1.8050 0.00
H -1.8236 -8.9275 1.5679 0.00
H -3.8614 -8.4384 0.2631 0.00
H -4.1342 -6.2385 -0.8146 0.00
```